Molecular formula: C3H2ClN3O
Method: DFT, ωB97M-V/def2-TZVPD

Summary:
HOMO energy (eV): -9.53
Energy relative to the best compared isomer or geometry (same formula, charge and spin) (kcal/mol): 40.26
SMILES string: O=c1nncc(Cl)[nH]1
LUMO energy (eV): -1.12
Spin multiplicity: 1

Structure (XYZ):
```
10
C3H2ClN3O ωB97M-V/def2-TZVPD
O -2.245 -1.460 -0.061
C -1.292 -0.703 0.060
N -1.726 0.725 0.358
N -0.745 1.661 0.007
C 0.603 1.311 -0.215
C 0.944 -0.026 0.033
Cl 2.581 -0.493 0.118
N 0.073 -1.038 -0.048
H 1.391 1.995 -0.207
H 0.416 -1.972 -0.045
```

Molecular formula: C3H2ClNO
Method: DFT, ωB97M-V/def2-TZVPD

Summary:
HOMO energy (eV): -9.45
Energy relative to the best compared isomer or geometry (same formula, charge and spin) (kcal/mol): 26.52
SMILES string: Clc1ncco1
LUMO energy (eV): 0.86
Spin multiplicity: 1

Structure (XYZ):
```
8
C3H2ClNO ωB97M-V/def2-TZVPD
Cl 1.847 -0.011 -0.075
C 0.218 0.184 0.132
N -0.531 1.233 0.136
C -1.867 0.608 -0.167
C -1.694 -0.818 -0.067
O -0.320 -0.992 0.140
H -2.605 1.352 -0.086
H -2.466 -1.696 -0.105
```

Molecular formula: C3H2ClNO2S
Method: DFT, ωB97M-V/def2-TZVPD

Summary:
HOMO energy (eV): -8.85
Energy relative to the best compared isomer or geometry (same formula, charge and spin) (kcal/mol): 23.56
LUMO energy (eV): -0.41
Spin multiplicity: 1

Structure (XYZ):
```
10
C3H2ClNO2S ωB97M-V/def2-TZVPD
C 1.899 1.465 0.271
C 2.018 -0.600 -2.002
C 1.170 0.113 0.205
N 1.393 -0.612 -0.989
O 1.532 2.565 0.079
O 2.469 -0.656 -3.068
S 4.167 -0.543 1.384
Cl 3.618 1.239 0.849
H 1.630 -0.621 0.942
H 0.028 0.214 0.424
```

Molecular formula: C3H2CrO4
Method: DFT, ωB97M-V/def2-TZVPD

Summary:
HOMO energy (spin up / spin down) (eV): -19.17 / -19.18
Energy relative to the best compared isomer or geometry (same formula, charge and spin) (kcal/mol): 0.00
<S²>: 6.018
LUMO energy (spin up / spin down) (eV): -11.85 / -10.86
Total charge: +2
Spin multiplicity: 5

Structure (XYZ):
```
10
C3H2CrO4 ωB97M-V/def2-TZVPD
H -2.414 -1.334 0.222
C -2.270 -0.269 -0.054
C -0.825 0.211 0.022
O 0.084 -0.640 -0.024
C 1.490 -0.205 -0.007
O 1.939 0.219 1.055
O 2.063 -0.310 -1.082
O -3.124 0.559 -0.162
Cr 3.644 0.483 -0.028
H -0.588 1.285 0.057
```

Molecular formula: C3H2CuFO2
Method: DFT, ωB97M-V/def2-TZVPD

Summary:
HOMO energy (spin up / spin down) (eV): -7.90 / -7.90
Energy relative to the best compared isomer or geometry (same formula, charge and spin) (kcal/mol): 71.93
LUMO energy (spin up / spin down) (eV): -2.16 / -2.16
Spin multiplicity: 1

Structure (XYZ):
```
9
C3H2CuFO2 ωB97M-V/def2-TZVPD
O 0.490 -1.152 0.385
C -1.006 -0.704 1.445
C 0.747 0.003 -0.278
O -1.746 -0.170 0.647
C -0.431 0.255 -1.052
F 0.912 1.285 0.409
H -0.643 -0.494 -1.818
H -0.676 1.287 -1.304
Cu 2.353 -0.310 1.567
```

Molecular formula: C3H2CuFO3
Method: DFT, ωB97M-V/def2-TZVPD

Summary:
HOMO energy (eV): -7.90
Energy relative to the best compared isomer or geometry (same formula, charge and spin) (kcal/mol): 15.54
LUMO energy (eV): -1.00
Spin multiplicity: 1

Structure (XYZ):
```
10
C3H2CuFO3 ωB97M-V/def2-TZVPD
O -0.556 -1.046 -1.504
C -0.930 -1.119 -0.281
C -0.938 -0.008 0.552
H -1.009 -2.101 0.218
H -1.268 0.033 1.587
F -1.204 1.165 -0.174
Cu 0.067 0.907 -2.071
O 2.206 0.414 1.628
O 1.876 1.043 -0.545
C 1.755 0.711 0.590
```

Molecular formula: C3H2ErFO2
Method: DFT, ωB97M-V/def2-TZVPD

Summary:
HOMO energy (spin up / spin down) (eV): -12.84 / -13.67
Energy relative to the best compared isomer or geometry (same formula, charge and spin) (kcal/mol): 63.36
<S²>: 6.005
LUMO energy (spin up / spin down) (eV): -6.80 / -9.57
Total charge: +1
Spin multiplicity: 5

Structure (XYZ):
```
9
C3H2ErFO2 ωB97M-V/def2-TZVPD
O 1.292 1.456 0.459
C 4.048 1.954 -1.893
C 1.494 1.217 1.626
O 4.850 1.511 -1.229
C 1.908 0.026 2.292
F 1.322 2.279 2.505
H 2.306 -0.724 1.599
H 2.520 0.204 3.183
Er -0.087 -1.244 3.296
```

Molecular formula: C3H2F2
Method: DFT, ωB97M-V/def2-TZVPD

Summary:
HOMO energy (eV): -11.62
Energy relative to the best compared isomer or geometry (same formula, charge and spin) (kcal/mol): 54.23
LUMO energy (eV): -0.05
Spin multiplicity: 1

Structure (XYZ):
```
7
C3H2F2 ωB97M-V/def2-TZVPD
C 0.320 -0.566 0.481
C -0.817 -1.069 0.812
C -0.936 0.323 0.433
F -1.582 -2.528 1.249
F -1.094 1.268 1.394
H 1.373 -0.626 0.355
H -1.388 0.667 -0.492
```

> The lowest energy relative to the best compared isomer or geometry (same formula, charge and spin) belongs to which entry?

C3H2CrO4

> Number 1 is which compound?

C3H2ClN3O

> What is the energy relative to the best compared isomer or geometry (same formula, charge and spin) in the second record?

26.52 kcal/mol